# 1
{
  "formula": "C22H43BGaN3O4",
  "method": "wB97M-V/def2-TZVPD",
  "elements": ["C", "C", "C", "C", "C", "Ga", "C", "C", "C", "B", "O", "O", "C", "C", "O", "O", "H", "H", "H", "H", "H", "H", "H", "H", "H", "H", "H", "H", "H", "H", "H", "H", "H", "H", "H", "H", "H", "H", "C", "C", "C", "C", "N", "H", "H", "H", "H", "H", "H", "H", "C", "C", "C", "C", "N", "H", "H", "H", "H", "H", "H", "H", "C", "C", "C", "C", "N", "H", "H", "H", "H", "H", "H", "H"],
  "coordinates": [[-1.164675, -4.160649, -3.848285], [-1.889106, -2.839273, -4.242332], [-1.044082, -1.681017, -3.685941], [-1.566205, -0.267907, -4.038224], [-0.416360, 0.764186, -3.893954], [0.739679, 0.555048, -2.203986], [2.019942, 2.182700, -1.887100], [3.384428, 1.768765, -1.289922], [3.891674, 2.738996, -0.160974], [-0.605817, 0.572161, -0.533653], [-1.912418, 1.146735, -0.534927], [-0.176182, -0.062173, 0.654703], [0.183673, 0.890042, 1.665067], [1.887560, -1.161340, -2.127021], [1.801808, -1.881365, -1.113625], [2.631660, -1.413232, -3.109112], [-0.158916, -4.200569, -4.277321], [-1.756120, -5.053886, -4.090632], [-1.005124, -4.110532, -2.762634], [-2.913832, -2.851458, -3.849589], [-1.849830, -2.792278, -5.340614], [-0.037453, -1.760015, -4.116535], [-0.962133, -1.739557, -2.593761], [-1.871806, -0.299437, -5.107709], [-2.464147, -0.017158, -3.458597], [-0.904306, 1.762091, -3.821714], [0.191585, 0.820674, -4.815416], [2.228977, 2.565837, -2.904495], [1.523476, 2.999854, -1.338591], [4.143585, 1.808290, -2.081962], [3.398685, 0.763924, -0.852930], [3.467810, 2.365474, 0.780736], [4.979929, 2.582567, -0.075004], [3.638067, 3.783559, -0.358465], [-1.886557, 2.097341, -0.684840], [1.108047, 0.552425, 2.141747], [0.286363, 1.878312, 1.193498], [-0.651446, 0.895611, 2.384793], [-3.012752, 0.131718, 5.754884], [-2.146792, -1.039579, 5.306137], [-0.777062, -1.063372, 5.993049], [-0.029946, 0.164711, 5.677806], [0.543680, 1.114994, 5.410570], [-2.556055, 1.088296, 5.496025], [-3.986774, 0.093710, 5.265304], [-3.174669, 0.108874, 6.836147], [-2.015918, -0.990977, 4.222890], [-2.667113, -1.974943, 5.525130], [-0.201975, -1.922557, 5.650853], [-0.887431, -1.140024, 7.074897], [-2.465771, 2.951903, -7.291676], [-2.225654, 4.448492, -7.436035], [-1.363802, 5.021172, -6.306232], [-2.025423, 4.824812, -4.997541], [-2.541365, 4.677206, -3.992967], [-3.007442, 2.725487, -6.372482], [-3.067440, 2.578352, -8.122731], [-1.524243, 2.400638, -7.276854], [-3.187617, 4.968073, -7.457333], [-1.736422, 4.641067, -8.394600], [-1.207116, 6.090087, -6.457951], [-0.387799, 4.534059, -6.283995], [2.747746, -4.978485, 7.665343], [2.840182, -3.806520, 6.694046], [2.527801, -2.459332, 7.353180], [1.157266, -2.453759, 7.890754], [0.089454, -2.432162, 8.294292], [1.736931, -5.092120, 8.061294], [3.006157, -5.910477, 7.161448], [3.432903, -4.846553, 8.506447], [2.153227, -3.976413, 5.862827], [3.846451, -3.767816, 6.274049], [2.619365, -1.652314, 6.624080], [3.224981, -2.258994, 8.168266]],
  "forces_ev_per_a": [[-0.476, 0.604, 0.543], [1.423, -0.640, 0.239], [-0.821, 0.553, -0.419], [0.897, -0.509, -0.825], [-0.743, 0.911, 0.086], [0.204, -0.087, 0.369], [0.160, -0.355, -0.789], [0.106, 1.267, 0.497], [0.100, -1.450, -0.352], [0.210, -0.303, -0.445], [0.030, 0.053, 1.239], [-0.218, 0.572, 0.121], [-1.104, -0.815, -0.630], [-0.198, 0.401, -0.289], [-0.132, -0.581, 0.980], [0.496, 0.029, -0.929], [-0.224, -0.076, -0.143], [0.234, 0.046, -0.053], [-0.045, -0.303, -0.148], [0.055, 0.137, -0.267], [-0.573, 0.203, 0.119], [-0.049, -0.079, 0.322], [0.194, -0.210, -0.181], [-0.212, -0.002, 0.259], [0.255, 0.062, 0.109], [0.249, -0.139, -0.029], [-0.097, -0.320, 0.161], [-0.183, 0.147, 0.253], [0.219, -0.177, 0.081], [-0.167, -0.325, 0.042], [-0.124, 0.011, -0.294], [-0.114, 0.582, -0.007], [-0.132, 0.426, 0.113], [0.084, -0.088, 0.120], [0.063, -0.219, -0.564], [-0.049, 0.223, -0.048], [0.258, 0.020, 0.505], [0.412, 0.421, 0.186], [-0.039, -0.010, 0.014], [-0.194, 0.116, -0.170], [-0.462, 0.569, -0.449], [-0.370, -0.996, 0.222], [0.463, 0.759, -0.031], [0.040, -0.028, 0.018], [0.009, -0.001, 0.018], [0.006, 0.021, -0.007], [0.058, -0.061, 0.024], [0.116, -0.041, 0.020], [0.042, 0.029, 0.006], [-0.096, 0.159, -0.367], [-0.085, -0.054, -0.029], [-0.102, -0.195, -0.115], [-0.350, -0.124, 0.205], [0.900, 0.253, -1.262], [-0.632, -0.032, 0.933], [0.115, -0.032, 0.045], [0.041, 0.007, -0.016], [-0.040, -0.027, 0.081], [0.053, 0.071, 0.012], [0.067, 0.118, 0.071], [0.044, 0.005, 0.096], [-0.024, -0.036, 0.099], [0.004, -0.022, -0.028], [0.032, -0.288, 0.049], [-0.253, -0.196, -0.170], [1.141, 0.119, -0.059], [-0.382, -0.444, 0.779], [0.015, 0.054, 0.025], [0.024, 0.017, 0.019], [-0.021, -0.016, 0.005], [0.044, 0.108, -0.029], [-0.041, 0.121, -0.037], [-0.062, 0.062, 0.059], [-0.050, 0.028, 0.036]],
  "lowdin_charge": [-0.133, -0.272, -0.260, -0.306, -0.276, 0.517, -0.272, -0.340, -0.150, -0.577, 0.032, -0.095, -0.112, -0.819, -0.167, -0.195, 0.070, 0.045, 0.070, 0.094, 0.090, 0.108, 0.102, 0.077, 0.092, 0.018, 0.033, 0.020, 0.018, 0.083, 0.080, 0.049, 0.043, 0.047, 0.064, 0.079, 0.076, 0.063, -0.114, -0.249, -0.217, -0.238, 0.155, 0.070, 0.069, 0.071, 0.115, 0.107, 0.107, 0.062, -0.110, -0.279, -0.186, -0.241, 0.154, 0.075, 0.066, 0.082, 0.104, 0.100, 0.106, 0.122, -0.116, -0.254, -0.169, -0.228, 0.159, 0.068, 0.071, 0.072, 0.116, 0.111, 0.121, 0.119],
  "lumo_energy_ev": 3.53,
  "total_charge": -2,
  "orbital_gap_ev": 2.33,
  "total_energy_ev": -89222.687,
  "homo_energy_ev": 1.2
}

# 2
{
  "formula": "C29H74N2O13",
  "method": "wB97M-V/def2-TZVPD",
  "elements": ["C", "C", "C", "C", "C", "C", "C", "C", "C", "N", "O", "H", "H", "H", "H", "H", "H", "H", "H", "H", "H", "H", "H", "H", "H", "H", "H", "H", "H", "H", "C", "C", "C", "C", "C", "C", "C", "C", "C", "N", "O", "H", "H", "H", "H", "H", "H", "H", "H", "H", "H", "H", "H", "H", "H", "H", "H", "H", "H", "H", "O", "C", "C", "O", "H", "H", "H", "H", "H", "H", "O", "C", "C", "O", "H", "H", "H", "H", "H", "H", "O", "C", "C", "O", "H", "H", "H", "H", "H", "H", "O", "C", "C", "O", "H", "H", "H", "H", "H", "H", "C", "O", "H", "H", "H", "H", "C", "O", "H", "H", "H", "H", "C", "O", "H", "H", "H", "H"],
  "coordinates": [[1.070822, -2.181626, 3.365177], [0.392688, -3.482819, 3.619009], [1.366095, -4.642171, 3.300397], [0.138351, -3.579285, 5.151407], [-1.070718, -2.768081, 5.649402], [-2.314244, -3.242147, 4.765938], [-2.113568, -2.953212, 3.252555], [-3.287599, -3.662290, 2.481040], [-2.165611, -1.424155, 2.897286], [-0.864169, -3.645001, 2.863320], [-0.698920, -3.700150, 1.501575], [0.624006, -1.295230, 3.815454], [2.138593, -2.163240, 3.583447], [1.185572, -1.978484, 2.300441], [0.906420, -5.573813, 3.630332], [1.597291, -4.947547, 2.279913], [2.240808, -4.623216, 3.950497], [-0.150832, -4.569203, 5.504287], [1.039164, -3.285044, 5.689979], [-1.291252, -2.849760, 6.713729], [-0.907451, -1.710604, 5.441602], [-3.156281, -2.638001, 5.103692], [-2.663689, -4.242835, 5.020160], [-3.370309, -4.722986, 2.718101], [-3.198622, -3.731289, 1.396879], [-4.255831, -3.202121, 2.678224], [-3.156665, -0.987775, 3.021773], [-1.892528, -1.272991, 1.852939], [-1.467878, -0.756425, 3.402669], [-0.698113, -4.643920, 1.325797], [2.473587, 4.663311, -1.085849], [3.225540, 4.070547, 0.125630], [4.637808, 3.719503, -0.340516], [3.143744, 5.136615, 1.251129], [3.391670, 4.611573, 2.679952], [2.519533, 3.334318, 2.991793], [2.648938, 2.265495, 1.922225], [3.972055, 1.543541, 2.083491], [1.521340, 1.232175, 2.199258], [2.421499, 2.839120, 0.556226], [2.378447, 1.877987, -0.388919], [2.882027, 5.639519, -1.347166], [2.368680, 3.939308, -1.893879], [1.398575, 4.737423, -0.921648], [5.208374, 3.404572, 0.533186], [4.699773, 2.962207, -1.122027], [5.185253, 4.581453, -0.721906], [3.907206, 5.901139, 1.107133], [2.181295, 5.638103, 1.149614], [4.445794, 4.348730, 2.768528], [3.215033, 5.332569, 3.478118], [1.479966, 3.662012, 2.987209], [2.675568, 2.948987, 3.999398], [4.787918, 2.211933, 2.358668], [4.224683, 1.005830, 1.169628], [3.824317, 0.776632, 2.843838], [0.574788, 1.772672, 2.196678], [1.592440, 0.738406, 3.168400], [1.485870, 0.448254, 1.442738], [3.281420, 1.560330, -0.461979], [4.568341, -3.108609, -1.066996], [3.231524, -3.516742, -0.909620], [2.487286, -2.574820, -0.017184], [2.040949, -1.438005, -0.708741], [4.442575, -2.183442, -1.290226], [2.709113, -3.524461, -1.866246], [3.238038, -4.510724, -0.462352], [3.031975, -2.171048, 0.836267], [1.604663, -3.057919, 0.401970], [1.411123, -1.720094, -1.376082], [-2.515226, 1.543808, -7.379056], [-2.568583, 1.716259, -5.953213], [-2.886942, 0.415615, -5.277247], [-1.877738, -0.540816, -5.672945], [-1.991340, 0.748725, -7.501432], [-1.587314, 2.130632, -5.721927], [-3.305538, 2.474861, -5.689553], [-3.913734, 0.117461, -5.489137], [-2.849570, 0.513389, -4.192279], [-2.414464, -1.308076, -5.884683], [-2.521988, 3.220176, -1.842090], [-1.677540, 4.355218, -2.093858], [-1.987496, 4.860026, -3.513409], [-0.996373, 5.780651, -3.819043], [-1.951893, 2.640691, -1.331429], [-1.875958, 5.008670, -1.244314], [-0.623582, 4.093021, -2.001553], [-3.040794, 5.070941, -3.698252], [-1.843385, 4.015594, -4.187402], [-1.123538, 6.054410, -4.730351], [-0.521552, 1.616058, -0.704690], [-0.857412, 0.213018, -0.696870], [-2.360390, -0.015559, -0.768804], [-2.747687, -1.296398, -1.250670], [0.393875, 1.674295, -0.421488], [-0.334336, -0.243343, -1.537244], [-0.449104, -0.350935, 0.141792], [-2.800145, 0.728322, -1.433159], [-2.796986, 0.128177, 0.219540], [-3.377210, -1.612663, -0.598545], [-0.231881, -3.969787, -2.077788], [-0.204415, -2.587261, -2.410474], [0.446726, -4.545965, -2.706758], [-0.049804, -4.126311, -1.014558], [-1.200259, -4.441625, -2.244287], [-1.047127, -2.195611, -2.169532], [-6.352056, -1.243738, -0.556255], [-5.374212, -2.168811, -0.150259], [-6.646279, -0.518239, 0.202140], [-6.019517, -0.574316, -1.349606], [-7.206374, -1.775648, -0.974970], [-5.444571, -3.001480, -0.622813], [0.911649, 0.522690, -4.081107], [0.685976, 0.574460, -5.522429], [1.011866, -0.454506, -3.608736], [1.756669, 1.150777, -3.799069], [0.033098, 0.835087, -3.516595], [-0.159806, 0.145074, -5.670360]],
  "forces_ev_per_a": [[1.233, 1.512, -1.272], [0.179, -0.582, 0.513], [-0.795, -1.352, 0.553], [-1.163, 0.072, 0.770], [-0.757, -0.209, -2.100], [0.431, 1.823, 1.001], [-0.394, -0.585, -0.325], [0.189, -0.187, 0.004], [0.327, -0.218, -0.215], [-0.783, -0.626, 2.315], [0.662, 0.402, -1.182], [-0.152, -0.202, 0.101], [0.063, -0.319, 0.882], [-0.771, 0.018, -0.310], [-0.516, -0.091, 0.303], [0.323, 1.076, -0.275], [0.282, 0.510, -0.406], [0.548, -0.542, -0.531], [0.170, -0.030, -0.165], [0.197, -0.315, -0.056], [-0.128, 0.176, 0.078], [-0.197, 0.294, -0.155], [0.619, -0.362, -0.443], [0.153, -0.037, 0.672], [0.406, 0.757, -0.088], [0.097, 0.146, 0.191], [-0.141, -0.259, 0.127], [-0.113, -0.349, -0.246], [0.059, -0.362, 0.504], [-0.068, -0.137, -0.253], [-0.827, -0.781, 0.182], [-1.332, -0.424, -0.614], [0.548, 0.189, 1.029], [0.368, -0.397, 0.638], [-0.536, -1.577, 0.088], [0.004, 1.858, -0.820], [-0.409, -0.802, 0.216], [0.166, -0.346, -0.159], [-0.218, 0.461, -0.519], [-0.219, 2.936, 2.501], [0.136, -0.881, -1.144], [0.017, -0.225, -0.367], [1.108, 0.152, -0.468], [-0.045, 0.626, 0.868], [0.234, -0.295, -0.109], [-0.254, -0.100, 0.063], [-0.299, 0.213, -0.108], [0.017, 0.076, -0.486], [-0.115, -0.130, 0.220], [0.167, -0.072, 0.001], [-0.129, 0.321, -0.306], [-0.196, 0.127, -0.046], [0.396, -0.205, -0.115], [0.049, -0.160, -0.030], [0.251, -0.081, -0.054], [0.373, 0.070, 0.144], [-0.187, -0.085, -0.168], [0.382, 0.210, 0.085], [0.062, -0.007, -0.086], [0.357, -0.726, -0.468], [0.088, 0.191, -0.298], [0.170, -0.379, 0.745], [-1.286, 0.091, 0.651], [0.417, 1.071, -0.335], [0.630, 0.383, -0.197], [-0.097, -0.301, -0.214], [0.029, -0.131, -0.165], [0.537, -0.395, -0.072], [-0.086, -0.421, 0.135], [-0.425, -0.118, -0.326], [-0.814, 0.115, 0.318], [0.462, 0.483, -0.932], [0.613, 0.618, 0.871], [-1.431, -0.129, -0.107], [0.195, -0.121, -0.175], [0.090, -0.246, 0.823], [-0.159, -0.064, -0.242], [0.131, -0.356, -0.513], [0.133, 0.218, 0.156], [0.610, -0.499, -0.143], [0.256, 0.176, -0.433], [-1.134, -0.495, 0.141], [0.534, -2.032, 0.707], [0.039, 1.526, -0.376], [0.110, -0.426, 0.219], [-0.025, 0.914, -0.481], [0.095, -0.167, -0.401], [-0.106, 1.066, 0.461], [0.097, -0.612, 0.160], [0.174, 0.163, -0.060], [-0.989, -1.033, 0.465], [0.587, -0.412, -0.525], [-0.196, 0.989, -0.156], [0.795, -0.095, 0.053], [0.460, 0.221, -0.002], [-0.352, -0.075, -0.403], [0.101, 0.392, 0.523], [0.006, 0.203, -0.037], [0.011, 0.183, 0.100], [-0.380, -0.494, -0.083], [-0.602, -0.263, 0.115], [0.524, -0.520, -0.215], [0.351, 0.364, 0.153], [0.463, 0.010, 0.070], [-0.350, 0.279, -0.229], [-0.438, 0.128, 0.252], [-0.578, 0.398, -1.205], [0.760, 0.149, 0.772], [0.015, -0.705, 0.630], [0.510, -0.192, -0.367], [-0.319, 0.179, 0.329], [-0.245, 0.181, -0.125], [-0.794, 0.117, -0.267], [0.784, -0.061, 1.651], [0.678, -0.629, -0.807], [-0.082, -0.030, -0.297], [-0.258, 0.884, -0.225], [-0.136, -0.258, -0.040]],
  "lowdin_charge": [-0.052, -0.488, -0.031, -0.141, -0.151, -0.115, -0.444, -0.036, -0.010, -0.123, -0.024, 0.067, 0.094, 0.061, 0.077, 0.072, 0.089, 0.115, 0.120, 0.106, 0.089, 0.108, 0.112, 0.078, 0.062, 0.080, 0.084, 0.056, 0.064, 0.105, -0.039, -0.460, -0.029, -0.122, -0.153, -0.129, -0.503, -0.024, -0.032, -0.109, -0.036, 0.093, 0.079, 0.071, 0.069, 0.084, 0.090, 0.117, 0.116, 0.093, 0.105, 0.114, 0.122, 0.075, 0.080, 0.086, 0.088, 0.074, 0.065, 0.083, -0.045, -0.249, -0.267, -0.071, 0.079, 0.116, 0.124, 0.125, 0.086, 0.039, -0.064, -0.239, -0.200, -0.078, 0.068, 0.108, 0.121, 0.127, 0.113, 0.101, -0.100, -0.211, -0.260, -0.050, 0.016, 0.119, 0.101, 0.121, 0.094, 0.090, -0.066, -0.198, -0.213, -0.066, 0.048, 0.084, 0.107, 0.105, 0.121, 0.047, -0.134, -0.125, 0.085, 0.059, 0.080, 0.043, -0.152, -0.125, 0.084, 0.074, 0.082, 0.090, -0.120, -0.121, 0.055, 0.080, 0.059, 0.009],
  "lumo_energy_ev": 0.23,
  "smiles": "CC1(C)CCCC(C)(C)N1O.CC1(C)CCCC(C)(C)N1O.OCCO.OCCO.OCCO.OCCO.CO.CO.CO",
  "orbital_gap_ev": 8.69,
  "total_energy_ev": -60864.180,
  "homo_energy_ev": -8.5
}